Entry 1:
{
  "formula": "C3FO3Pd",
  "method": "the ωB97M-V functional and the def2-TZVPD basis",
  "e_homo_ev": [-3.056, -5.472],
  "energy_ev": -15447.0042,
  "total_charge": -1,
  "multiplicity": 3,
  "gap_ev": [6.71, 7.94],
  "s_squared": 2.003,
  "elements": ["C", "C", "O", "F", "Pd", "O", "C", "O"],
  "xyz": [[1.846243, -0.482520, -0.195846], [0.663954, -0.449914, -0.500993], [-0.515350, -0.157175, -0.881447], [2.968603, -1.040039, 0.175261], [1.806380, 2.433334, -0.075605], [-1.312850, -0.008243, 1.343449], [-1.701033, 0.161254, 0.210089], [-2.692713, 0.545515, -0.367141]],
  "atomic_forces_ev_per_a": [[-0.522, 0.824, -0.077], [-0.413, 0.418, 0.141], [0.478, -0.326, -0.517], [0.296, -0.282, 0.071], [-0.008, -0.645, -0.031], [0.300, -0.254, -0.431], [-0.911, 0.737, 1.211], [0.779, -0.471, -0.367]],
  "mulliken_charge": [-0.57, 0.92, -0.47, -0.25, -0.10, -0.58, 0.63, -0.60]
}


Entry 2:
{
  "formula": "C3FO3Tb",
  "method": "the ωB97M-V functional and the def2-TZVPD basis",
  "e_homo_ev": [-8.138, -6.921],
  "energy_ev": -34398.9296,
  "multiplicity": 7,
  "gap_ev": [7.04, 6.16],
  "s_squared": 12.630,
  "elements": ["C", "C", "O", "F", "Tb", "O", "C", "O"],
  "xyz": [[-1.277217, -1.146267, -0.779412], [-0.801253, -0.008644, -0.528590], [-0.074379, 0.982135, -0.399288], [-2.451067, -1.774771, -0.636983], [0.918519, -2.804441, -2.268421], [0.923473, 0.675236, 2.151223], [1.080236, 1.541120, 1.353252], [1.681688, 2.535632, 1.108219]],
  "atomic_forces_ev_per_a": [[1.023, -1.598, -1.004], [1.738, 2.337, 0.533], [-1.369, -1.503, -0.457], [-0.417, 0.103, 0.159], [-0.915, 0.878, 0.737], [-1.239, 0.000, -1.897], [2.949, 0.739, 3.492], [-1.769, -0.957, -1.564]],
  "mulliken_charge": [-0.75, 0.88, -0.61, -0.23, 0.78, -0.43, 0.77, -0.42]
}


Entry 3:
{
  "formula": "C3H10BrFeO3",
  "method": "the ωB97M-V functional and the def2-TZVPD basis",
  "e_homo_ev": [-12.067, -12.067],
  "energy_ev": -113834.5666,
  "total_charge": 1,
  "multiplicity": 5,
  "gap_ev": [3.85, 3.60],
  "s_squared": 6.009,
  "elements": ["Fe", "Br", "C", "O", "H", "H", "H", "H", "C", "C", "O", "O", "H", "H", "H", "H", "H", "H"],
  "xyz": [[15.875966, -27.423108, 12.644390], [17.535407, -27.097402, 14.289923], [19.436108, -30.323394, 15.483878], [19.686487, -29.188985, 16.318680], [19.891377, -30.166287, 14.505325], [19.809153, -31.203535, 15.991924], [18.348643, -30.401694, 15.379459], [19.115221, -28.465214, 16.055510], [19.369949, -25.585837, 17.774385], [19.574339, -24.444091, 18.731165], [19.953855, -23.259726, 18.055200], [18.498190, -25.090779, 16.741849], [18.992745, -26.489473, 18.262034], [20.317797, -25.862317, 17.296971], [20.314301, -24.663476, 19.498947], [18.638380, -24.276721, 19.285529], [19.337130, -23.147729, 17.324777], [18.435161, -25.727061, 16.026922]],
  "atomic_forces_ev_per_a": [[1.365, 0.289, 1.368], [-1.533, -0.425, -1.665], [-0.701, 1.040, 0.204], [0.377, -0.137, 0.228], [0.114, -0.345, -0.046], [0.175, -0.049, -0.084], [0.051, -0.443, -0.221], [0.019, -0.108, -0.009], [0.757, -0.283, -0.720], [-0.668, 0.431, 0.425], [0.236, -0.218, 0.155], [-0.426, -0.097, 0.274], [-0.279, 0.186, 0.096], [0.071, 0.095, 0.158], [0.237, -0.110, -0.249], [-0.023, 0.006, -0.138], [-0.014, 0.021, -0.027], [0.242, 0.146, 0.251]],
  "mulliken_charge": [0.86, 0.10, -0.49, -0.39, 0.24, 0.24, 0.23, 0.16, -0.12, -0.60, -0.51, -0.40, 0.33, 0.30, 0.34, 0.28, 0.31, 0.13]
}


Entry 4:
{
  "formula": "C3H10ClN2OS",
  "method": "the ωB97M-V functional and the def2-TZVPD basis",
  "e_homo_ev": -11.509,
  "energy_ev": -31650.2322,
  "total_charge": 1,
  "gap_ev": 8.43,
  "elements": ["C", "C", "C", "N", "N", "O", "S", "Cl", "H", "H", "H", "H", "H", "H", "H", "H", "H", "H"],
  "xyz": [[3.207290, 0.952882, -0.055076], [-2.264782, 0.229025, 0.525266], [1.744908, -1.020367, -0.169726], [-3.540983, 1.046727, -0.228317], [1.499874, -2.302622, -0.131147], [2.875993, -0.434800, -0.058922], [-0.871048, 1.118967, 0.136952], [-2.495866, -1.504580, -0.013607], [4.001519, 0.914906, 0.572776], [2.273842, 1.457652, 0.325804], [3.569726, 1.406616, -0.999822], [-2.448048, 0.345768, 1.520757], [0.828238, -0.420012, -0.276415], [-3.063739, 1.909514, -0.698796], [-3.899831, 0.462199, -0.970731], [0.544157, -2.621774, -0.109519], [2.307748, -2.813046, 0.199030], [-4.268998, 1.272937, 0.431494]],
  "atomic_forces_ev_per_a": [[-3.438, 1.479, -1.099], [-0.371, 0.838, -2.984], [-2.124, 2.015, -0.557], [2.211, 0.663, -0.642], [2.409, 1.121, 0.650], [0.363, -3.550, -0.779], [0.928, 0.081, -0.520], [0.114, 0.510, 0.247], [2.150, 0.703, 2.255], [1.368, 0.052, -0.264], [-0.668, -0.956, 0.096], [-1.182, -0.422, 2.633], [0.271, 0.376, -0.157], [-1.045, -1.698, 1.333], [-0.287, -0.273, -0.186], [0.019, -0.156, 0.043], [-0.354, -1.124, -0.207], [-0.365, 0.341, 0.139]],
  "mulliken_charge": [-0.50, 0.01, 0.81, -0.49, -0.22, -0.33, -0.51, -0.21, 0.26, 0.29, 0.25, 0.32, -0.25, 0.37, 0.33, 0.27, 0.27, 0.31]
}